[1]
Entry from the Open Molecules 2025 dataset: C5H9NO in the gas phase (ωB97M-V/def2-TZVPD).

```
16
Properties=species:S:1:pos:R:3:forces:R:3
O 2.19347 -0.81001 -0.24488 0.1 -0.4 -2.0
C 0.99115 -0.49067 0.47691 0.8 -0.1 -2.7
C 0.68340 1.05411 0.16955 0.6 0.7 1.5
C -0.87314 1.20874 -0.41939 0.7 0.2 3.1
C -1.31844 -0.06637 0.35600 0.0 -1.1 -1.1
N -1.64531 -1.45346 -0.21413 1.2 0.7 0.7
C -0.24551 -0.87597 -0.26407 -1.4 -3.3 -0.9
H 2.05381 -0.74221 -1.25195 0.1 0.0 2.4
H 1.24168 -0.99295 1.41112 -0.7 1.0 0.6
H 1.50504 1.37617 -0.45153 0.0 0.3 -0.4
H 0.85929 1.57383 1.17707 -0.9 -0.1 -1.5
H -1.13943 2.18159 -0.05425 -0.8 0.5 0.8
H -1.31442 1.23846 -1.41140 1.2 -0.7 -0.6
H -1.29483 -0.21973 1.47882 0.3 1.2 -1.3
H -1.68866 -2.02851 0.61575 -0.7 -0.2 0.3
H -0.00810 -0.95303 -1.37361 -0.4 1.4 1.2
```
Positions in Å, forces in eV/Å.

Properties
structure (SMILES): O[C@H]1CC[C@H]2N[C@H]12
lowest unoccupied orbital energy: 1.051 eV

=====

[2]
Entry from the Open Molecules 2025 dataset: C4H5NS in the gas phase (ωB97M-V/def2-TZVPD).

```
11
Properties=species:S:1:pos:R:3:forces:R:3
S -2.55810 0.08423 -0.22703 2.1 -2.6 2.6
N -0.76706 -0.04061 -0.24182 -1.3 0.0 -0.3
C -0.07878 1.10860 -0.17527 0.4 1.9 0.6
C 1.26052 0.82097 -0.13812 1.2 2.3 0.8
C 1.39958 -0.59613 -0.19527 2.5 -1.7 0.5
C 0.14597 -1.13896 -0.25747 -5.0 -1.5 1.7
H -2.62129 -0.72751 1.05615 -0.2 1.7 -2.4
H -0.55712 2.11458 -0.02057 0.4 -1.4 -0.4
H 1.98523 1.69896 0.16998 -1.1 -2.4 -1.1
H 2.39607 -1.22920 -0.14171 -2.4 1.6 0.0
H -0.60502 -2.09493 0.17112 3.4 2.2 -1.9
```
Positions in Å, forces in eV/Å.

Properties
structure (SMILES): Sn1cccc1
lowest unoccupied orbital energy: 0.337 eV

=====

[3]
Entry from the Open Molecules 2025 dataset: 8 unconnected molecules or ions with the total composition C8H32N6O8 (ωB97M-V/def2-TZVPD).

```
54
Properties=species:S:1:pos:R:3:forces:R:3
C -2.59401 -7.06205 -17.11134 -0.2 -0.7 0.5
O -3.66489 -8.03617 -16.97261 1.4 1.6 0.1
H -2.15553 -6.79236 -16.15056 -0.6 -0.2 0.5
H -1.74510 -7.50366 -17.63327 0.0 -0.2 -0.6
H -2.88939 -6.12818 -17.58961 -0.3 -0.2 -0.3
H -3.79285 -8.35487 -17.86908 -0.3 -0.5 -0.5
C -5.07050 -10.47683 -14.51469 1.4 0.4 -1.0
O -3.74665 -10.05378 -15.01090 -0.7 -0.6 0.9
H -4.99259 -10.50647 -13.42788 -0.2 -0.1 -0.2
H -5.89285 -9.83769 -14.83614 0.2 0.4 0.1
H -5.28114 -11.44950 -14.95925 0.0 -0.2 0.4
H -3.76523 -9.36815 -15.68258 -0.6 0.2 -0.2
C -0.06554 -6.67653 -13.53732 -1.5 0.2 -0.2
O 0.91510 -7.41950 -14.23958 1.1 0.3 -0.7
H -0.99029 -7.24147 -13.65471 -0.3 0.3 0.5
H 0.12471 -6.41962 -12.49526 0.5 -0.6 0.1
H -0.24537 -5.70742 -14.00272 0.3 0.0 -0.4
H 0.75048 -8.35726 -14.11668 0.0 0.0 0.3
C -4.12013 -5.00541 -21.06142 -0.3 0.6 -1.0
O -2.87583 -4.90840 -20.42597 1.0 -0.4 0.9
H -3.95172 -5.53600 -21.99855 -0.1 -0.2 0.1
H -4.90900 -5.49370 -20.48926 0.1 0.0 0.2
H -4.40190 -3.98775 -21.33174 -0.6 -0.1 -0.1
H -2.91541 -4.16965 -19.81418 -0.1 -0.1 0.1
C -3.91528 -9.99884 -20.74601 0.4 -1.4 -2.3
O -3.55909 -8.98745 -19.87151 -0.2 0.9 1.4
H -4.43428 -9.66479 -21.64442 -0.4 0.5 0.1
H -3.01730 -10.44413 -21.17432 0.2 -0.3 0.2
H -4.51221 -10.82954 -20.36957 0.1 0.5 0.9
H -3.01440 -8.35450 -20.34511 -0.1 0.0 -0.1
C 0.80488 -10.60782 -19.30485 -1.7 -2.5 -0.5
O 0.51599 -10.85500 -20.44892 0.5 0.7 -1.5
N 0.99044 -11.53471 -18.39776 1.3 -2.3 1.8
N 0.65840 -9.45578 -18.68859 -0.1 4.5 -0.4
H 1.10264 -12.49336 -18.69524 0.0 0.2 0.5
H 1.08602 -11.17638 -17.45830 0.2 -1.4 -0.1
H 0.73997 -9.33041 -17.68973 -0.3 0.1 -0.6
H 0.34466 -8.77549 -19.36599 -0.1 0.6 0.8
C 1.48312 -5.26409 -16.85352 3.1 -2.9 1.6
O 1.29187 -4.33641 -17.58126 -1.7 4.9 -3.6
N 2.49360 -5.34665 -16.05532 1.7 1.4 2.4
N 1.02395 -6.42204 -17.18959 -3.3 -1.9 -1.0
H 2.64332 -6.18677 -15.51506 0.4 0.4 0.4
H 3.08249 -4.52690 -16.09164 0.4 -0.3 0.9
H 1.19651 -7.16815 -16.53107 -0.2 -0.9 -0.3
H 0.36428 -6.38294 -17.95340 -0.6 -0.8 0.1
C -4.81658 -2.26604 -17.62682 -3.7 -0.4 4.4
O -5.82315 -2.33112 -16.91730 0.4 -1.0 -0.1
N -3.67634 -2.84606 -17.42138 3.9 -2.9 1.2
N -4.75723 -1.48298 -18.61199 -0.5 5.3 -6.5
H -3.55649 -3.49908 -16.66027 0.0 0.3 -0.2
H -2.90083 -2.57105 -18.00710 0.0 -0.4 0.5
H -5.55583 -0.91871 -18.86483 -0.1 -0.3 0.4
H -3.92406 -1.08533 -19.02162 0.1 -0.5 0.2
```
Positions in Å, forces in eV/Å.

Properties
multiplicity: 2
total charge: +1
lowest unoccupied orbital energy (alpha / beta): -3.607 / -9.737 eV

=====

[4]
Entry from the Open Molecules 2025 dataset: a molecular structure, C6H10N2 (ωB97M-V/def2-TZVPD).

```
18
Properties=species:S:1:pos:R:3:forces:R:3
C 1.05230 2.16512 -0.56785 -0.2 0.3 0.5
C 0.22082 0.90611 -0.41798 2.1 -1.5 -1.0
C 0.06764 -1.35381 0.47484 -1.6 -0.4 1.1
N -0.63974 0.73398 -1.53868 -1.6 0.0 -0.6
C 0.83922 -0.23471 0.12864 -0.6 1.6 0.2
C -1.32823 -0.83009 1.43120 1.9 -0.5 -1.8
C 0.20528 -2.66881 0.38604 0.0 0.1 -0.1
N -1.64925 0.34231 1.49062 0.6 1.3 -1.1
H -0.62935 -0.12694 -2.07262 0.5 -0.2 0.6
H -1.62117 0.91906 -1.36205 0.1 0.4 0.1
H -0.77184 0.96218 0.67150 -1.2 -1.1 1.7
H 1.74002 -0.07552 0.71516 0.1 0.1 0.0
H -1.79256 -1.72652 1.82530 -0.1 0.1 0.4
H 1.60573 2.37253 0.34739 0.0 0.1 0.0
H 1.76579 2.06730 -1.38754 -0.1 -0.1 0.0
H 0.41127 3.01383 -0.80876 0.0 0.0 0.1
H 1.02890 -3.11305 -0.15344 0.0 -0.1 -0.2
H -0.50484 -3.35298 0.83819 0.0 0.1 0.1
```
Positions in Å, forces in eV/Å.

Properties
lowest unoccupied orbital energy: 0.054 eV

=====

[5]
Entry from the Open Molecules 2025 dataset: 2 unconnected molecules or ions with the total composition C7H6INOS (ωB97M-V/def2-TZVPD).

```
17
Properties=species:S:1:pos:R:3:forces:R:3
O 1.10963 -4.37663 -0.96369 0.1 1.1 -0.1
C 0.65558 -3.28632 -0.95590 -0.7 -1.0 0.0
N 0.14921 -2.21358 -0.86916 -0.3 1.0 0.1
C -0.91098 -1.29531 -1.09900 1.1 -0.1 0.8
C -1.07688 -0.13797 -0.43439 0.5 -1.2 -0.6
C -0.36579 0.53102 0.63688 0.4 -2.1 1.3
C -0.51383 1.88886 0.87360 0.3 -0.4 1.6
C 0.03386 2.34733 2.03373 1.2 2.0 -0.5
S 0.81681 1.04824 2.84489 0.0 1.1 0.3
C 0.29192 -0.06531 1.71060 1.7 -2.1 -1.0
H -1.61603 -1.58668 -1.86054 0.0 -0.1 -0.1
H -1.93294 0.39974 -0.73307 -0.9 0.6 -0.6
H -1.23269 2.41224 0.37256 -1.3 1.8 -1.7
H 0.22596 3.47985 2.13957 -0.5 -2.2 0.7
H 0.78798 -1.10083 1.81247 -1.5 1.6 -0.3
I 2.54412 0.82605 -2.51781 -0.1 0.0 0.0
H 1.03406 1.12932 -2.99073 0.1 0.0 0.1
```
Positions in Å, forces in eV/Å.

Properties
structure (SMILES): O=C=N/C=C\c1ccsc1.I
lowest unoccupied orbital energy: 0.373 eV

=====

[6]
Entry from the Open Molecules 2025 dataset: a molecular structure, CF3NOS (ωB97M-V/def2-TZVPD).

```
7
Properties=species:S:1:pos:R:3:forces:R:3
C -1.31367 1.18111 0.16128 1.1 -0.8 -0.6
N -0.30794 1.73784 -0.04228 -2.4 0.7 0.8
O 0.28882 -1.36425 -0.08552 2.7 4.8 -1.0
F -2.16348 0.23664 0.23430 0.0 1.0 0.2
F 2.65048 -0.67992 -1.03288 -2.6 0.9 1.4
F 1.78136 0.18772 1.27064 -1.1 -0.3 -3.0
S 1.10074 -0.10345 -0.32364 2.3 -6.3 2.1
```
Positions in Å, forces in eV/Å.

Properties
lowest unoccupied orbital energy: -0.963 eV

=====

[7]
Entry from the Open Molecules 2025 dataset: a molecular structure, C49H36BrF4MgN2OPSi (ωB97M-V/def2-TZVPD).

```
96
Properties=species:S:1:pos:R:3:forces:R:3
Mg 0.09433 -0.00225 0.92563 0.2 0.2 0.1
O -1.63950 -0.74637 1.95693 0.1 0.0 0.1
C -2.04755 0.05325 3.07366 0.0 0.0 -0.1
C -0.87110 0.72095 3.74262 0.0 -0.1 -0.1
C -0.99685 1.28736 4.99959 0.0 0.0 0.0
C 0.09350 1.94773 5.54062 0.0 0.0 0.0
C 1.26182 2.02876 4.80148 0.0 0.0 0.0
C 1.29843 1.43725 3.55366 0.0 0.0 0.0
N 0.25817 0.77821 3.03178 -0.1 0.0 0.1
H -1.42256 -1.64604 2.24192 -0.2 0.0 0.0
H -2.62360 -0.54697 3.77753 0.0 0.0 0.0
H -2.70118 0.82476 2.66433 0.0 0.0 0.0
H -1.93176 1.20743 5.53864 0.0 0.0 0.0
H 0.03029 2.39588 6.52342 0.0 0.0 0.0
H 2.13324 2.54928 5.17135 0.0 0.0 0.0
H 2.18666 1.50073 2.94064 0.0 0.0 0.0
F 4.28606 -5.03448 3.95169 0.0 0.0 0.0
C 3.42837 -4.51810 3.06818 0.0 0.0 0.0
C 2.51528 -5.33058 2.41958 0.0 0.0 0.0
F 2.51072 -6.63973 2.68159 0.0 -0.1 0.0
C 1.63581 -4.77218 1.50813 0.0 0.1 0.1
F 0.81389 -5.65784 0.89306 -0.1 0.0 -0.1
C 1.59131 -3.42544 1.20447 0.1 0.0 0.1
P 0.26560 -2.26781 -0.38623 -0.3 0.4 -0.6
C 1.66827 -2.71342 -1.46268 -0.1 -0.2 0.1
C 2.59385 -1.73515 -1.80734 0.0 0.0 -0.1
C 3.66806 -2.04045 -2.63141 0.0 0.0 0.0
C 3.81923 -3.32683 -3.12706 0.0 0.0 0.0
C 2.89545 -4.30736 -2.78958 0.0 0.0 0.0
C 1.82788 -4.00440 -1.95777 0.0 0.0 0.0
C -1.00482 -3.57688 -0.24714 0.1 -0.1 0.1
C -1.49998 -3.92159 1.00746 0.0 0.0 0.0
C -2.53595 -4.83066 1.14339 0.0 0.0 0.0
C -3.07108 -5.43667 0.01515 0.0 0.0 0.0
C -2.57209 -5.11919 -1.23939 0.0 0.0 0.0
C -1.55697 -4.18192 -1.37089 0.0 0.0 0.0
C 2.54210 -2.67800 1.85358 0.0 -0.1 0.0
Br 2.81390 -0.78977 1.44677 0.0 0.1 0.0
C 3.45251 -3.17058 2.77426 0.0 0.0 0.0
F 4.35901 -2.39639 3.38332 0.0 0.0 0.0
H 2.47370 -0.72479 -1.44156 0.0 0.0 0.0
H 4.38448 -1.26932 -2.88629 0.0 0.0 0.0
H 4.65495 -3.56678 -3.77160 0.0 0.0 0.0
H 3.01043 -5.31472 -3.16886 0.0 0.0 0.0
H 1.12706 -4.78129 -1.67558 0.0 0.0 0.0
H -1.01633 -3.52711 1.89776 0.0 0.0 0.0
H -2.90828 -5.08615 2.12728 0.0 0.0 0.0
H -3.86928 -6.16071 0.11506 0.0 0.0 0.0
H -2.98226 -5.59344 -2.12172 0.0 0.0 0.0
H -1.20090 -3.90976 -2.35738 0.0 0.0 0.0
N -3.72500 1.52799 -5.21805 0.0 0.0 0.0
C -3.09968 0.89356 -4.49102 0.0 0.0 0.0
C -2.30933 0.11172 -3.58070 0.0 -0.1 0.0
C -2.78424 -0.16353 -2.30072 0.0 0.0 0.0
C -1.99974 -0.88969 -1.42496 0.0 0.0 0.0
C -0.73083 -1.36386 -1.77772 0.0 -0.1 -0.1
C -0.29009 -1.08897 -3.07353 0.0 0.0 0.1
C -1.06138 -0.36146 -3.96649 -0.1 0.0 0.0
H -3.75909 0.20024 -2.00211 0.0 0.0 0.0
H -2.40189 -1.11435 -0.44096 0.0 0.0 0.0
H 0.67543 -1.43804 -3.41029 0.0 0.0 0.0
H -0.69104 -0.14670 -4.95958 0.0 0.0 0.0
C -4.44215 4.09317 0.49979 0.0 0.0 0.0
C -4.23683 2.72274 0.44886 0.0 0.0 0.0
C -2.95229 2.22318 0.26586 0.0 0.0 0.0
C -1.84651 3.06313 0.12494 0.0 0.1 0.0
C -2.08226 4.44164 0.17876 0.0 0.0 0.0
C -3.35932 4.95260 0.36366 0.0 0.0 0.0
Si -0.09921 2.36581 -0.16482 -0.1 -0.3 -0.1
C 1.03529 3.65410 0.65102 0.0 0.0 0.0
C 0.72135 4.15430 1.91915 0.0 0.0 0.0
C 1.55350 5.05105 2.57477 0.0 0.0 0.0
C 2.73415 5.46899 1.97497 0.0 0.0 0.0
C 3.06407 4.99147 0.71444 0.0 0.0 0.0
C 2.22178 4.09917 0.06246 0.0 0.0 0.0
C 0.21226 2.44235 -2.03239 0.1 0.1 0.0
C -0.69045 3.00973 -2.93349 0.0 0.0 0.0
C -0.42998 3.03668 -4.29896 0.0 0.0 0.0
C 0.75297 2.50512 -4.79173 0.0 0.0 0.0
C 1.66893 1.93627 -3.91550 0.0 0.0 0.0
C 1.39009 1.90026 -2.55740 0.0 0.0 0.0
H -5.43951 4.49033 0.63957 0.0 0.0 0.0
H -5.07577 2.04310 0.54430 0.0 0.0 0.0
H -2.81160 1.14715 0.21771 0.0 0.0 0.0
H -1.24990 5.12917 0.07497 0.0 0.0 0.0
H -3.51181 6.02436 0.39808 0.0 0.0 0.0
H -0.20543 3.85165 2.39898 0.0 0.0 0.0
H 1.27692 5.42969 3.55216 0.0 0.0 0.0
H 3.38577 6.17020 2.48090 0.0 0.0 0.0
H 3.97580 5.32163 0.23181 0.0 0.0 0.0
H 2.49113 3.75387 -0.92987 0.0 0.0 0.0
H -1.62048 3.43210 -2.56791 0.0 0.0 0.0
H -1.15788 3.46561 -4.97652 0.0 0.0 0.0
H 0.95871 2.52926 -5.85493 0.0 0.0 0.0
H 2.59358 1.51409 -4.29153 0.0 0.0 0.0
H 2.10963 1.43864 -1.88806 0.0 0.0 0.0
```
Positions in Å, forces in eV/Å.

Properties
lowest unoccupied orbital energy: -0.237 eV

=====

[8]
Entry from the Open Molecules 2025 dataset: a molecular structure, C5H7N (ωB97M-V/def2-TZVPD).

```
13
Properties=species:S:1:pos:R:3:forces:R:3
N -1.53378 1.83720 -1.61882 0.5 -1.0 0.3
C -0.98689 0.85668 -1.33397 -0.5 0.8 -0.2
C -0.29908 -0.37505 -0.90171 0.1 -0.1 -0.1
C 1.03738 -0.03393 -0.22062 0.1 0.0 0.0
C 0.51643 0.18494 1.19285 0.0 0.2 0.0
C -0.96574 -1.10419 0.27932 0.0 0.2 0.0
H -0.18683 -1.04389 -1.76184 -0.1 0.1 0.1
H 1.67393 -0.92276 -0.24371 -0.1 0.1 0.0
H 1.58280 0.80991 -0.64903 -0.1 -0.1 0.0
H 1.24027 0.06850 2.00570 -0.2 -0.1 -0.1
H -0.06505 1.09950 1.31560 0.1 -0.2 0.0
H -1.87435 -0.55983 0.58592 0.2 -0.1 0.0
H -0.13908 -0.81708 1.35031 0.0 -0.1 0.1
```
Positions in Å, forces in eV/Å.

Properties
lowest unoccupied orbital energy: -0.005 eV

=====

These records have energy above the lowest of the compared OMol25 structures with the same formula, charge and spin values of 6.3825, 2.6510, 1.5283, 3.8570, 0.0000, 2.2134, 0.6825, 4.5961 eV, in the order they appear.
These records have F_max values of 3.7, 5.5, 8.4, 2.7, 2.8, 7.1, 0.7, 1.1 eV Å⁻¹, in the order they appear.
These records have DFT total energy values of -8862.8301, -16551.4140, -34123.8215, -9360.5800, -29828.0673, -23558.8292, -159948.7565, -6783.9165 eV, in the order they appear.